No. 1
Entry from OMol25: a 3-piece molecular cluster, C19H29N3O5 overall in a non-equilibrium geometry (ωB97M-V/def2-TZVPD).

CARTESIAN COORDINATES (ANGSTROEM)
C 0.03 -0.16 4.64
C 0.70 0.22 3.30
C 0.83 1.77 3.25
C 2.16 2.25 2.59
C 2.88 3.22 3.56
N 1.94 2.89 1.29
C 1.02 2.20 0.43
O -0.15 2.45 0.26
C 1.90 1.12 -0.19
C 1.61 -0.11 -0.69
C 2.67 -0.84 -1.15
C 3.96 -0.40 -1.12
C 4.26 0.85 -0.62
O 5.54 1.32 -0.59
C 3.21 1.59 -0.15
C 3.15 2.97 0.50
O 3.88 3.92 0.40
H -0.30 -1.20 4.60
H -0.80 0.50 4.88
H 0.78 -0.05 5.42
H 0.09 -0.10 2.46
H 1.68 -0.25 3.30
H -0.05 2.23 2.81
H 0.87 2.09 4.29
H 2.82 1.37 2.54
H 2.84 2.81 4.57
H 3.93 3.28 3.29
H 2.39 4.19 3.57
H 0.59 -0.47 -0.72
H 2.50 -1.84 -1.54
H 4.77 -1.02 -1.48
H 5.82 1.52 0.30
C 0.12 -2.68 -4.77
N 0.08 -2.81 -3.33
C -0.99 -3.03 -2.52
C -2.34 -3.16 -3.17
O -0.84 -3.11 -1.31
H 0.77 -3.45 -5.19
H 0.52 -1.70 -5.04
H -0.87 -2.78 -5.20
H 0.95 -2.73 -2.82
H -3.08 -3.33 -2.40
H -2.59 -2.24 -3.70
H -2.36 -4.01 -3.86
C -3.66 -0.71 0.13
N -4.60 -1.28 -0.82
C -5.48 -0.63 -1.63
C -5.51 0.88 -1.56
O -6.21 -1.26 -2.37
H -2.65 -1.02 -0.15
H -3.88 -1.09 1.13
H -3.71 0.37 0.14
H -4.64 -2.28 -0.91
H -6.25 1.25 -2.26
H -5.77 1.21 -0.56
H -4.53 1.29 -1.84

Computed properties:
Kohn-Sham gap   9.27 eV
Total charge   0
Structure (SMILES)   CCC[C@H](C)N1C(=O)c2cccc(O)c2C1=O.CNC(C)=O.CNC(C)=O
HOMO   -9.39 eV

---

No. 2
Entry from OMol25: C5H13NO2S as an isolated structure in a non-equilibrium geometry (ωB97M-V/def2-TZVPD).

CARTESIAN COORDINATES (ANGSTROEM)
C -0.39 2.36 0.40
C -0.14 0.04 -1.57
C -1.31 -2.20 -0.06
C 0.56 1.25 0.59
C 0.43 0.00 -0.21
N -0.84 -1.06 0.66
O 2.14 -0.80 1.64
O 2.88 -0.44 -0.76
S 1.88 -1.14 0.01
H -1.28 2.03 0.86
H -0.12 3.29 0.78
H -0.61 2.43 -0.65
H -0.13 1.20 -1.93
H -1.20 -0.14 -1.66
H 0.44 -0.50 -2.27
H -2.39 -2.31 0.01
H -0.97 -2.12 -1.12
H -0.82 -3.07 0.29
H 1.60 1.60 0.46
H 0.51 0.82 1.65
H -1.44 -0.37 0.91
H 1.21 -0.86 1.95

Computed properties:
Kohn-Sham gap   9.97 eV
Total charge   0
Energy relative to the best compared isomer or geometry (same formula, charge and spin)   3.588 eV
HOMO   -9.18 eV

---

No. 3
Entry from OMol25: C26H44BrFeN3OP2 as an isolated structure in a non-equilibrium geometry (ωB97M-V/def2-TZVPD).

CARTESIAN COORDINATES (ANGSTROEM)
N -7.17 5.67 -5.28
C -6.83 6.28 -4.14
C -6.10 5.62 -3.14
C -5.65 4.30 -3.35
C -6.00 3.70 -4.58
C -6.79 4.41 -5.50
C -4.83 3.61 -2.33
Fe 0.05 0.05 1.53
P 6.20 -0.91 0.49
C -3.68 2.93 -2.60
C -2.81 2.29 -1.61
C -1.67 1.57 -2.02
C -0.81 0.95 -1.11
C -1.10 1.00 0.25
C -2.21 1.73 0.71
C -3.06 2.35 -0.22
Br 1.97 -1.04 2.36
H -5.17 3.71 -1.30
H -3.35 2.89 -3.65
H -5.84 6.16 -2.23
H -5.68 2.68 -4.82
H -7.16 7.31 -4.00
H -7.10 3.95 -6.44
H -1.45 1.51 -3.09
H -3.92 2.91 0.14
H 0.07 0.43 -1.48
H -2.43 1.81 1.77
P -0.57 -2.07 0.54
C 5.59 0.84 0.64
C 6.67 1.82 0.19
H 5.34 0.98 1.70
H 4.67 0.96 0.04
H 6.49 2.80 0.66
H 7.67 1.48 0.49
H 6.67 1.96 -0.90
C 5.32 -1.35 -1.08
C 5.99 -2.51 -1.81
H 5.34 -0.44 -1.69
H 4.27 -1.59 -0.83
H 5.70 -2.48 -2.87
H 7.09 -2.44 -1.75
H 5.68 -3.48 -1.41
C 5.07 -1.72 1.70
C 5.73 -2.07 3.02
H 4.66 -2.62 1.20
H 4.23 -1.02 1.85
H 5.14 -2.84 3.53
H 6.74 -2.45 2.86
H 5.79 -1.20 3.69
C -0.45 -3.44 1.76
C -1.60 -4.45 1.79
H -0.33 -2.97 2.74
H 0.49 -3.96 1.53
H -2.53 -4.00 2.15
H -1.78 -4.90 0.81
H -1.33 -5.26 2.48
C 0.60 -2.54 -0.79
C 0.08 -2.53 -2.23
H 0.98 -3.54 -0.52
H 1.43 -1.83 -0.66
H -0.43 -3.47 -2.49
H -0.60 -1.70 -2.44
H 0.94 -2.43 -2.91
C -2.24 -2.08 -0.18
C -3.30 -1.56 0.80
H -2.48 -3.09 -0.53
H -2.19 -1.41 -1.06
H -4.04 -0.97 0.24
H -3.83 -2.37 1.31
H -2.87 -0.89 1.57
N 0.61 0.94 5.51
C -0.30 0.24 4.80
N -0.87 -0.75 5.53
O -0.63 0.50 3.62
H 0.79 0.69 6.46
H 1.21 1.61 5.04
H -1.50 -1.40 5.08
H -0.59 -0.89 6.48

Computed properties:
Kohn-Sham gap (alpha / beta)   5.01 / 3.16 eV
Total charge   +2
Energy relative to the best compared isomer or geometry (same formula, charge and spin)   0.000 eV
HOMO (alpha / beta)   -12.36 / -12.42 eV
Multiplicity   5

---

No. 4
Entry from OMol25: a 2-piece molecular cluster, C5H8O overall (ωB97M-V/def2-TZVPD).

CARTESIAN COORDINATES (ANGSTROEM)
C 1.40 0.68 -1.84
C 0.27 1.34 -1.09
C -0.47 0.76 -0.17
C -1.20 0.21 0.71
C -1.99 -0.34 1.62
O -1.91 -1.61 2.08
H 1.12 0.50 -2.88
H 2.29 1.31 -1.84
H 1.67 -0.29 -1.39
H 0.05 2.37 -1.35
H -2.80 0.20 2.09
H -1.19 -2.07 1.62
H 1.69 -1.68 1.07
H 1.08 -1.38 1.37

Computed properties:
Kohn-Sham gap   9.07 eV
Total charge   0
Energy relative to the best compared isomer or geometry (same formula, charge and spin)   3.757 eV
Structure (SMILES)   CC=C=C=CO.[H][H]
HOMO   -8.13 eV

---

No. 5
Entry from OMol25: one molecule with the formula C3H2O2 in a non-equilibrium geometry (ωB97M-V/def2-TZVPD).

CARTESIAN COORDINATES (ANGSTROEM)
C 0.43 0.57 0.33
C 0.98 1.26 1.62
C -0.76 -0.31 -0.26
O -0.92 -0.21 -1.46
O 1.30 0.10 1.38
H 0.78 1.06 -0.58
H -1.38 -0.97 0.21

Computed properties:
Kohn-Sham gap   10.19 eV
Total charge   0
Energy relative to the best compared isomer or geometry (same formula, charge and spin)   3.597 eV
HOMO   -10.05 eV

---

No. 6
Entry from OMol25: one molecule with the formula C4H8O2 (ωB97M-V/def2-TZVPD).

CARTESIAN COORDINATES (ANGSTROEM)
C -0.29 -0.51 -1.89
O -0.83 -0.39 -0.59
C 0.13 -0.16 0.41
C 0.46 1.31 0.61
C -0.42 -0.80 1.68
O -0.10 -0.46 2.80
H -1.13 -0.62 -2.58
H 0.29 0.38 -2.18
H 0.35 -1.40 -1.97
H 1.05 -0.73 0.18
H 1.02 1.72 -0.24
H -0.46 1.88 0.74
H 1.07 1.42 1.52
H -1.13 -1.63 1.50

Computed properties:
Kohn-Sham gap   10.79 eV
Total charge   0
Energy relative to the best compared isomer or geometry (same formula, charge and spin)   1.549 eV
Structure (SMILES)   CO[C@@H](C)C=O
HOMO   -9.88 eV

---

Calculated total energy across the listed records, respectively: -1281.85936, -801.61043, -5776.48257, -270.41983, -265.81908, -307.65551 hartree.